# 1
C2H4Si | wB97M-V/def2-TZVPD

```
7
Properties=species:S:1:pos:R:3:mulliken_charge:R:1
H 1.88831 -1.15152 -0.15262 0.30
H -0.36321 1.69421 0.05717 -0.10
C -2.22823 -0.14759 -0.07108 -0.52
H -2.57347 -1.09220 0.36534 0.23
C 1.49983 -0.15893 0.03582 -0.74
H 2.16227 0.63596 -0.27598 0.31
Si -0.38550 0.22007 0.04136 0.52
```

Gap between HOMO and LUMO (alpha / beta) ... 6.700 / 7.434 eV
HOMO energy (alpha / beta) ... -8.70 / -8.78 eV

***

# 2
C2H5BCl2S | wB97M-V/def2-TZVPD

```
11
Properties=species:S:1:pos:R:3:mulliken_charge:R:1
C -1.03348 1.12390 -0.24891 -0.94
H -1.79066 0.39803 -0.44069 0.33
H -0.47514 1.52960 -1.06316 0.32
H -1.00337 1.60968 0.70095 0.32
Cl 2.78181 1.41778 1.02430 -0.14
S 1.02764 -2.62426 0.64556 -0.27
C 2.65201 -0.21770 0.33753 -0.01
B 1.24970 -0.91186 0.49815 0.10
Cl 2.85538 -0.11389 -1.46347 -0.16
H -0.30351 -2.70936 0.54557 0.14
H 3.52602 -0.76927 0.69435 0.32
```

Gap between HOMO and LUMO (alpha / beta) ... 8.436 / 8.105 eV
HOMO energy (alpha / beta) ... -8.76 / -8.12 eV

***

# 3
C2H5BO2 | wB97M-V/def2-TZVPD

```
10
Properties=species:S:1:pos:R:3:mulliken_charge:R:1
H -0.77092 -1.40644 -2.14620 0.27
H -1.18902 -1.37151 -0.47357 0.33
O -0.07259 -0.06771 1.28775 -0.47
H -1.69747 -0.06280 -1.40608 0.30
C -0.88183 -0.78188 -1.31649 -0.70
C 0.50344 0.27993 0.19395 0.59
B 1.12206 0.93357 1.44408 0.19
O 0.24211 0.04811 -1.03421 -0.32
H 0.71302 2.01228 1.56633 -0.10
H 2.03120 0.41644 1.88444 -0.10
```

Gap between HOMO and LUMO ... 11.231 eV
HOMO energy ... -10.50 eV

***

# 4
C2H5BO6S | wB97M-V/def2-TZVPD

```
15
Properties=species:S:1:pos:R:3:mulliken_charge:R:1
B 0.39555 -1.47405 -0.76018 0.48
O 1.07226 0.61074 0.61923 -0.34
O -0.09355 -1.84492 -1.97676 -0.48
S 0.36271 1.96245 1.07002 1.20
H 0.09087 0.63688 -1.16005 0.32
H -2.08800 0.27361 -0.06006 0.25
O 0.98972 2.51284 2.20712 -0.57
O -1.00168 1.24431 1.46544 -0.31
H -0.47631 -1.10835 -2.45815 0.31
H -1.27601 -0.72733 1.21285 0.34
C 0.08424 0.00921 -0.26586 -0.03
O 0.13763 2.78710 -0.07040 -0.56
O 1.07921 -2.38938 -0.01041 -0.55
H 1.93267 -2.63089 -0.37081 0.31
C -1.20931 0.13778 0.55803 -0.37
```

Gap between HOMO and LUMO ... 11.311 eV
HOMO energy ... -11.26 eV

***

# 5
C2H5Br2OP | wB97M-V/def2-TZVPD

```
11
Properties=species:S:1:pos:R:3:mulliken_charge:R:1
Br -4.94616 -0.85502 0.24349 -0.18
H 2.11133 -1.85174 -0.97076 0.23
H 0.89268 -1.07365 -2.01097 0.25
H -1.18567 -0.19370 0.72663 0.30
O -2.13073 -0.37958 1.03190 -0.42
H 1.68681 0.01090 0.75311 0.33
Br -3.19772 2.06346 -0.24084 -0.12
C 1.11849 -0.13861 -0.07881 -0.53
C 1.43250 -0.98356 -1.10504 -0.49
P -2.95860 -0.10559 -0.43056 0.38
H 0.26908 0.64856 -0.28499 0.25
```

Gap between HOMO and LUMO ... 9.977 eV
HOMO energy ... -9.80 eV

***

# 6
C2H5Br2OP | wB97M-V/def2-TZVPD

```
11
Properties=species:S:1:pos:R:3:mulliken_charge:R:1
Br -2.70191 -1.45075 -0.32936 -0.06
H 1.41647 1.68137 0.02424 0.34
C -0.84580 -1.14702 -0.46503 -0.55
H 1.91002 0.39987 1.06003 0.35
P -0.40629 0.32821 0.45939 0.73
H -0.18371 -1.96876 -0.03614 0.32
Br -1.45261 2.01553 -0.39482 -0.20
H -0.49420 -0.98677 -1.54577 0.33
C 1.58903 0.68098 0.12943 -1.09
O -0.71809 0.14490 1.87814 -0.59
H 1.88708 0.30244 -0.78012 0.40
```

Gap between HOMO and LUMO ... 10.719 eV
HOMO energy ... -10.21 eV

***

# 7
C2H5Br2OPS | wB97M-V/def2-TZVPD

```
12
Properties=species:S:1:pos:R:3:mulliken_charge:R:1
Br 4.98907 1.46183 0.21015 -0.06
H -0.04832 1.18283 0.84240 0.34
H 1.14594 -0.95901 0.49651 0.22
H 0.85513 -0.67855 -1.25402 0.44
C -0.29017 0.63715 -0.04556 -0.72
H -0.62888 1.33487 -0.71641 0.39
S -1.55503 -0.63201 -0.05973 -0.18
H -0.84964 -1.40978 0.94280 0.14
C 1.18689 -0.20349 -0.42220 -0.43
Br 4.25997 -1.79662 0.28679 -0.15
O 2.41448 0.52658 -0.59213 -0.25
P 4.11185 -0.01346 -0.96265 0.27
```

Gap between HOMO and LUMO ... 9.531 eV
HOMO energy ... -9.21 eV

***

# 8
C2H5BrClN | wB97M-V/def2-TZVPD

```
10
Properties=species:S:1:pos:R:3:mulliken_charge:R:1
H 1.27452 1.31527 0.01689 0.38
H -0.03843 -0.27088 -1.75844 0.25
H 0.38118 0.28029 1.18490 0.28
C 0.12980 -0.50037 -0.58571 -0.52
H 0.26175 -1.46672 -0.22313 0.37
C 0.93719 0.35732 0.28964 -0.34
Cl -2.21805 -0.35836 1.34588 -0.11
H -1.61803 1.11743 -0.44246 0.28
Br 2.67796 -0.54566 0.49414 -0.16
N -1.78789 0.07168 -0.32170 -0.43
```

Gap between HOMO and LUMO ... 9.540 eV
HOMO energy ... -9.48 eV

***

# 9
C2H5BrClN | wB97M-V/def2-TZVPD

```
10
Properties=species:S:1:pos:R:3:mulliken_charge:R:1
H 1.32426 -1.22214 0.01227 0.28
H -0.51112 0.43478 0.94318 0.29
N 0.78104 -0.49146 -0.42142 -0.31
C -0.51359 -0.21894 0.16006 -0.75
Cl 3.13117 0.37651 -1.39712 -0.16
Br 2.23038 1.21320 1.51073 0.03
H 1.21326 1.65905 -0.85810 0.34
H -1.15391 0.25344 -0.64735 0.28
H -1.21783 -1.10468 0.49280 0.27
C 1.69388 0.64978 -0.45881 -0.27
```

2S+1 ... 3
Gap between HOMO and LUMO (alpha / beta) ... 6.524 / 5.462 eV
HOMO energy (alpha / beta) ... -5.68 / -9.53 eV

***

# 10
C2H5BrClN2O5S2 | wB97M-V/def2-TZVPD

```
18
Properties=species:S:1:pos:R:3:mulliken_charge:R:1
C -2.32885 -1.04344 -0.54185 -0.09
H 2.73502 -0.18334 0.08031 0.31
H -1.38636 -1.25004 -0.04212 0.78
H 1.38426 1.14912 -1.44124 0.43
H 1.41160 -1.07513 0.54920 0.53
Br -3.02929 0.83931 -0.72300 -0.25
Cl -4.68499 -1.58753 -1.52436 -0.15
N 2.06176 -0.25685 0.82629 -0.76
S 0.80394 0.78816 0.75581 1.17
H -0.50394 1.24208 -1.22040 0.18
N -3.12258 -1.93561 -0.78802 -0.35
O 1.47165 -1.20011 -2.44205 -0.67
O 1.19693 2.09995 1.08680 -0.69
O -1.00462 -1.05317 -2.19625 -0.54
C 0.45855 0.70500 -1.04176 -0.75
O -0.29068 0.27886 1.51073 -0.59
S 0.32580 -0.99022 -1.59319 1.19
O 0.33365 -1.72939 -0.31026 -0.75
```

Net charge ... -1
Gap between HOMO and LUMO ... 9.423 eV
HOMO energy ... -6.62 eV

***

What did the tenth record say?
C2H5BrClN2O5S2 | wB97M-V/def2-TZVPD

```
18
Properties=species:S:1:pos:R:3:mulliken_charge:R:1
C -2.32885 -1.04344 -0.54185 -0.09
H 2.73502 -0.18334 0.08031 0.31
H -1.38636 -1.25004 -0.04212 0.78
H 1.38426 1.14912 -1.44124 0.43
H 1.41160 -1.07513 0.54920 0.53
Br -3.02929 0.83931 -0.72300 -0.25
Cl -4.68499 -1.58753 -1.52436 -0.15
N 2.06176 -0.25685 0.82629 -0.76
S 0.80394 0.78816 0.75581 1.17
H -0.50394 1.24208 -1.22040 0.18
N -3.12258 -1.93561 -0.78802 -0.35
O 1.47165 -1.20011 -2.44205 -0.67
O 1.19693 2.09995 1.08680 -0.69
O -1.00462 -1.05317 -2.19625 -0.54
C 0.45855 0.70500 -1.04176 -0.75
O -0.29068 0.27886 1.51073 -0.59
S 0.32580 -0.99022 -1.59319 1.19
O 0.33365 -1.72939 -0.31026 -0.75
```

Net charge ... -1
Gap between HOMO and LUMO ... 9.423 eV
HOMO energy ... -6.62 eV